Here is 8 unconnected molecules or ions with the total composition C21H41NO29S8 in a non-equilibrium geometry from the OMol25 dataset. Energies are from ωB97M-V with the def2-TZVPD basis set.

Geometry as XYZ:
```
100
Properties=species:S:1:pos:R:3:forces:R:3:mulliken_charge:R:1
C -8.321597 -0.766578 1.278346 0.409 -0.478 0.260 -0.63
C -9.092504 0.711235 1.248100 1.297 -1.226 -1.592 -0.44
S -8.637905 1.801594 2.724734 0.205 -0.094 -0.491 -0.10
C -7.192774 2.949907 2.286366 0.308 0.754 -0.777 -0.71
C -6.098344 2.243949 1.289301 0.131 -1.057 0.456 0.55
C -4.676376 1.774911 2.034445 -1.239 -0.234 -1.851 -0.79
C -3.658632 1.948939 0.718934 -0.360 1.213 1.282 -0.24
C -4.581249 2.454653 -0.551569 -0.931 -0.212 -3.814 0.43
O -4.417046 2.338792 -1.873002 -0.651 0.679 7.885 -0.61
N -5.843650 3.115625 0.041787 1.920 -3.613 -0.876 -0.53
H -7.299858 -0.764082 0.695394 -2.004 0.224 0.976 0.22
H -8.050125 -1.101210 2.391145 -0.856 0.807 -2.788 0.06
H -8.998673 -1.596842 0.756706 1.400 1.817 1.230 0.31
H -8.692123 1.245537 0.259617 -1.352 -1.015 2.043 0.23
H -10.245049 0.457292 1.190045 2.400 1.154 0.336 0.37
H -7.662758 3.950080 1.834742 1.285 -2.306 0.615 0.32
H -6.661107 3.300552 3.295107 -1.300 -1.151 -2.079 0.29
H -6.390277 1.216162 0.757426 -0.246 2.047 1.919 -0.05
H -4.400918 2.391515 2.990246 -0.390 -1.119 -2.086 0.36
H -4.846890 0.630498 2.302358 0.584 2.582 -0.387 0.22
H -3.082979 2.949798 1.011294 -0.548 -2.423 -0.966 0.29
H -3.011165 0.974207 0.603826 -1.164 2.407 -0.222 0.18
H -6.597711 2.715334 -0.592046 1.171 1.453 0.483 0.37
C -1.025035 1.048029 -3.180700 -0.888 0.495 -0.146 -0.02
C -2.075687 0.391300 -2.289321 0.121 0.763 0.229 -0.04
O -1.974582 -1.004909 -2.559798 1.280 -0.723 -0.729 -0.41
S -0.425061 -1.363725 -2.921268 -0.658 0.687 -0.192 0.96
O 0.212015 -1.868506 -1.725250 -0.724 0.454 -1.333 -0.38
O -0.401233 -2.067240 -4.182578 0.205 0.407 1.768 -0.60
O 0.093151 0.162201 -3.168055 -0.031 -1.434 0.560 -0.16
H -1.380839 1.132690 -4.212584 -0.019 -0.004 0.103 0.24
H -0.732864 2.036124 -2.815216 0.091 -0.403 -0.048 0.07
H -3.085107 0.752717 -2.499602 0.243 -0.257 0.014 0.41
H -1.846866 0.547432 -1.229795 0.007 0.081 -0.140 -0.08
C 2.611848 -3.086420 -2.688697 -0.409 -0.451 -0.565 -0.15
C 3.142640 -4.426245 -3.191537 -0.498 -0.126 0.522 -0.51
O 4.490408 -4.171427 -3.580598 0.503 1.014 0.292 -0.38
S 5.108408 -3.007715 -2.619206 -0.135 0.280 0.012 1.24
O 5.864260 -3.647353 -1.565318 -0.562 0.979 -1.248 -0.60
O 5.653110 -1.964577 -3.456802 -0.308 -1.488 1.139 -0.58
O 3.699148 -2.484238 -1.988448 1.122 -0.654 -0.153 -0.14
H 2.339923 -2.431980 -3.523151 -0.029 -0.119 0.055 0.12
H 1.750829 -3.206079 -2.025672 0.538 0.067 -0.119 0.36
H 2.564724 -4.813507 -4.034040 0.308 0.149 0.003 0.35
H 3.158011 -5.170532 -2.388336 -0.083 0.054 -0.060 0.31
C -8.242793 -2.778759 6.863166 0.018 0.024 0.722 -0.31
C -9.610111 -2.151417 7.121235 -0.185 -0.687 -0.105 -0.36
O -9.540061 -0.851539 6.539694 0.935 0.111 -0.557 -0.32
S -8.555833 -0.904840 5.240124 0.067 0.533 -0.168 1.16
O -9.376603 -1.046586 4.058017 1.056 0.181 1.675 -0.52
O -7.553468 0.125257 5.383532 -1.450 -1.367 -0.285 -0.56
O -7.866239 -2.347876 5.556361 -0.721 0.714 -0.361 -0.31
H -7.497535 -2.405310 7.572867 -0.096 -0.057 -0.019 0.30
H -8.273985 -3.870577 6.910433 0.038 0.214 -0.250 0.30
H -9.843628 -2.085196 8.186531 0.088 0.248 -0.218 0.31
H -10.402091 -2.708162 6.609245 0.081 -0.028 0.100 0.28
C 1.273699 -2.106646 1.617607 0.148 0.372 -0.703 -0.13
C 2.675350 -1.512544 1.727790 0.099 -0.829 -0.415 0.01
O 2.569467 -0.486513 2.712081 -1.123 0.111 0.669 -0.24
S 1.443468 -0.919546 3.809822 0.196 -0.059 0.206 1.01
O 2.121679 -1.504378 4.945221 -1.149 0.888 -1.246 -0.55
O 0.487460 0.156278 3.932513 1.263 -1.219 0.109 -0.54
O 0.761495 -2.124429 2.948968 0.597 0.578 0.826 -0.37
H 0.622273 -1.469738 1.010532 0.105 -0.104 -0.026 0.25
H 1.285220 -3.116953 1.199970 -0.063 0.126 0.289 0.28
H 3.029429 -1.101883 0.779235 -0.112 0.082 0.364 0.13
H 3.391406 -2.256970 2.091693 -0.052 0.036 -0.125 0.17
C 8.914963 -2.125948 -1.592322 -0.597 -0.167 -0.690 -0.08
C 9.445755 -3.465773 -2.095164 -0.564 -0.196 0.617 -0.20
O 10.793523 -3.210955 -2.484225 0.480 1.055 0.261 -0.35
S 11.411522 -2.047243 -1.522832 0.047 0.049 0.126 1.06
O 12.167374 -2.686881 -0.468944 -0.715 1.065 -1.323 -0.55
O 11.956224 -1.004105 -2.360427 -0.359 -1.409 1.103 -0.55
O 10.002263 -1.523766 -0.892073 1.189 -0.589 -0.139 -0.28
H 8.643037 -1.471508 -2.426776 -0.069 -0.131 0.120 0.22
H 8.053944 -2.245607 -0.929298 0.325 0.084 -0.035 0.13
H 8.867838 -3.853035 -2.937666 0.295 0.159 0.022 0.25
H 9.461125 -4.210060 -1.291962 -0.096 0.051 -0.073 0.35
C 2.079426 4.155629 -5.403993 -0.219 0.513 -0.525 -0.29
C 2.623169 5.429220 -4.762100 0.636 -0.260 -0.396 -0.40
O 1.937226 5.541932 -3.517287 -0.713 -0.963 0.298 -0.32
S 1.618687 4.046027 -2.950518 0.472 -0.020 0.238 1.01
O 2.646270 3.697382 -1.994668 -1.653 0.291 -1.072 -0.42
O 0.207331 3.960167 -2.655386 1.741 0.206 -0.038 -0.58
O 1.910875 3.230200 -4.331442 0.061 0.513 1.062 -0.24
H 1.099518 4.331224 -5.859508 0.111 0.026 0.000 0.29
H 2.761311 3.748444 -6.155331 -0.088 -0.107 0.317 0.31
H 2.449513 6.313739 -5.379547 -0.160 -0.098 0.295 0.31
H 3.693801 5.337819 -4.550615 -0.082 0.002 -0.109 0.29
C 6.540718 2.287017 1.234911 0.108 0.736 -0.149 -0.44
C 5.227067 2.643910 0.544499 -0.222 0.071 0.751 -0.30
O 5.204791 1.857591 -0.644612 0.894 -0.902 -0.062 -0.19
S 5.980064 0.450280 -0.363805 0.118 0.193 -0.214 0.88
O 4.989411 -0.556643 -0.054217 1.511 0.946 -0.552 -0.39
O 6.990140 0.274134 -1.381214 -1.556 -0.010 1.252 -0.55
O 6.713141 0.886437 1.025533 -0.797 -0.470 -0.754 -0.30
H 7.384349 2.807302 0.770004 -0.088 -0.007 0.056 0.30
H 6.519660 2.512926 2.304394 -0.007 -0.297 -0.172 0.32
H 5.158113 3.707643 0.304736 0.028 -0.280 -0.226 0.35
H 4.367758 2.352923 1.157887 0.086 0.097 0.009 0.25
```
Positions in Å, forces in eV/Å.

Summary:
* lowest unoccupied orbital energy: 0.198 eV
* SMILES string: CCSC[C@@H]1CCC(=O)N1.O=S1(=O)OCCO1.O=S1(=O)OCCO1.O=S1(=O)OCCO1.O=S1(=O)OCCO1.O=S1(=O)OCCO1.O=S1(=O)OCCO1.O=S1(=O)OCCO1
* Kohn-Sham gap: 8.639 eV
* HOMO level: -8.441 eV
* energy: -169979.91867 eV